C3H7N | ωB97M-V with the def2-TZVPD basis set

XYZ file:
```
11
Properties=species:S:1:pos:R:3:forces:R:3
C 1.278575 0.155927 0.231466 0.3 0.0 0.0
N -0.149772 0.026604 -0.047982 -0.2 -0.2 -0.1
C -1.050856 0.393195 0.870113 -0.1 0.2 0.1
C -0.544688 -0.558790 -1.178361 0.0 -0.2 0.0
H 1.636739 -0.773491 0.677486 0.0 0.1 0.0
H 1.444478 0.962670 0.945490 -0.1 0.0 0.0
H 1.824491 0.353448 -0.691220 -0.1 0.0 0.1
H -1.967122 -0.174403 0.892293 -0.1 0.3 -0.2
H -0.951006 1.326021 1.405363 0.3 -0.1 0.2
H 0.022014 -1.379928 -1.593960 0.2 0.2 -0.1
H -1.542850 -0.331250 -1.510686 -0.1 -0.2 0.1
```
Forces are in eV/Å.

Output
- DFT total energy: -4711.7092 eV
- HOMO-LUMO gap: 0.2897 Eh
- E_LUMO: 0.037 Ha
- F_max: 0.38 eV/Å

---

C3H7N | ωB97M-V with the def2-TZVPD basis set

XYZ file:
```
11
Properties=species:S:1:pos:R:3:forces:R:3
C -0.737245 0.867743 0.751911 -0.1 0.4 0.1
N -0.136514 -0.417362 0.507630 -0.1 0.3 0.3
C 1.143178 -0.465774 -0.153480 0.3 0.1 0.1
C -0.083749 -0.853011 -0.882833 -0.6 0.3 0.5
H -0.504750 1.598805 -0.039180 0.0 0.0 0.1
H -0.391967 1.261877 1.710920 0.0 0.0 -0.1
H -1.828622 0.754792 0.801750 0.3 0.0 0.0
H 1.579260 0.493905 -0.424140 0.0 -0.1 -0.1
H 1.849749 -1.216360 0.185929 -0.1 0.1 0.0
H -0.450971 -0.167416 -1.663519 0.1 -0.5 0.4
H -0.438369 -1.857198 -0.794989 0.2 -0.7 -1.3
```
Forces are in eV/Å.

Output
- Structure (SMILES): CN1CC1
- DFT total energy: -4712.9395 eV
- HOMO-LUMO gap: 0.3832 Eh
- E_LUMO: 0.048 Ha
- F_max: 1.48 eV/Å

---

C3H7N2 | ωB97M-V with the def2-TZVPD basis set

XYZ file:
```
12
Properties=species:S:1:pos:R:3:forces:R:3
C 0.113540 -0.031249 0.257485 -2.5 3.7 2.1
C 0.260111 -1.153276 -1.369428 0.5 -1.0 -1.4
C -0.288252 1.392791 1.653600 -2.4 -2.9 -5.2
N -0.294378 -1.253709 0.046808 0.5 -2.0 -1.2
N 0.434615 0.238274 -1.011916 0.6 2.0 0.8
H 1.312061 -1.589910 -1.466532 -1.7 0.0 0.2
H -0.384608 -1.361039 -2.309702 0.8 0.2 2.0
H -0.368630 2.053453 0.836409 0.9 1.6 -0.4
H 0.527578 1.253733 2.208997 2.9 0.2 2.4
H -1.308647 1.333452 1.997655 0.0 -1.0 0.6
H -0.618239 -2.030018 0.624933 0.5 0.5 -0.2
H 0.614850 1.147497 -1.468308 0.1 -1.3 0.2
```
Forces are in eV/Å.

Output
- Net charge: +1
- DFT total energy: -6194.4242 eV
- HOMO-LUMO gap: 0.4186 Eh
- E_LUMO: -0.150 Ha
- F_max: 6.44 eV/Å

---

Repeat the first record exactly.
C3H7N | ωB97M-V with the def2-TZVPD basis set

XYZ file:
```
11
Properties=species:S:1:pos:R:3:forces:R:3
C 1.278575 0.155927 0.231466 0.3 0.0 0.0
N -0.149772 0.026604 -0.047982 -0.2 -0.2 -0.1
C -1.050856 0.393195 0.870113 -0.1 0.2 0.1
C -0.544688 -0.558790 -1.178361 0.0 -0.2 0.0
H 1.636739 -0.773491 0.677486 0.0 0.1 0.0
H 1.444478 0.962670 0.945490 -0.1 0.0 0.0
H 1.824491 0.353448 -0.691220 -0.1 0.0 0.1
H -1.967122 -0.174403 0.892293 -0.1 0.3 -0.2
H -0.951006 1.326021 1.405363 0.3 -0.1 0.2
H 0.022014 -1.379928 -1.593960 0.2 0.2 -0.1
H -1.542850 -0.331250 -1.510686 -0.1 -0.2 0.1
```
Forces are in eV/Å.

Output
- DFT total energy: -4711.7092 eV
- HOMO-LUMO gap: 0.2897 Eh
- E_LUMO: 0.037 Ha
- F_max: 0.38 eV/Å

---

Question: Among the records above, which one has the lowest DFT total energy?
Answer: C3H7N2

---

Question: Look up the F_max of the third one.
Answer: 6.44 eV/Å

---

Question: Which value of HOMO-LUMO gap does entry 1 give?
Answer: 0.2897 Eh